No. 1
{"formula": "C31H49FKN13O3", "method": "ωB97M-V/def2-TZVPD", "species": ["K", "N", "C", "C", "N", "C", "C", "N", "C", "C", "N", "H", "H", "H", "H", "H", "H", "H", "H", "H", "H", "H", "H", "H", "H", "H", "H", "H", "H", "C", "C", "N", "C", "C", "C", "O", "O", "C", "O", "C", "C", "C", "F", "C", "C", "C", "N", "C", "C", "N", "C", "C", "H", "H", "H", "H", "H", "H", "H", "H", "H", "H", "H", "H", "H", "H", "H", "H", "H", "H", "N", "C", "N", "C", "N", "C", "C", "N", "C", "N", "C", "C", "C", "N", "C", "H", "H", "H", "H", "H", "H", "H", "H", "H", "H", "H", "H", "H"], "xyz": [[-2.39, -0.11, 0.64], [-1.74, 1.82, -2.06], [-1.21, 1.08, -3.22], [-2.33, 0.35, -3.96], [-2.63, -0.95, -3.39], [-1.72, -2.00, -3.85], [-1.46, -3.04, -2.78], [-0.56, -2.49, -1.75], [-4.04, -1.33, -3.47], [-4.93, -0.54, -2.51], [-4.33, -0.47, -1.19], [-2.18, 2.68, -2.36], [-0.99, 2.05, -1.41], [-0.50, 0.34, -2.85], [-0.68, 1.72, -3.93], [-2.08, 0.26, -5.03], [-3.23, 0.98, -3.90], [-0.76, -1.53, -4.10], [-2.09, -2.48, -4.77], [-1.01, -3.92, -3.23], [-2.42, -3.34, -2.34], [-0.50, -3.16, -0.99], [-1.03, -1.69, -1.32], [-4.11, -2.39, -3.20], [-4.43, -1.23, -4.49], [-5.92, -1.00, -2.54], [-5.06, 0.49, -2.88], [-4.21, -1.40, -0.79], [-4.85, 0.11, -0.54], [5.15, 1.97, 2.94], [4.25, 0.79, 3.31], [3.15, 0.59, 2.37], [1.96, 1.21, 2.61], [0.83, 1.08, 1.87], [-0.40, 1.89, 2.31], [-0.13, 3.02, 2.78], [-1.52, 1.33, 2.14], [0.88, 0.25, 0.69], [-0.07, 0.04, -0.07], [2.20, -0.34, 0.37], [2.32, -1.11, -0.78], [3.51, -1.71, -1.08], [3.60, -2.53, -2.15], [4.64, -1.53, -0.27], [4.53, -0.75, 0.86], [3.30, -0.16, 1.22], [5.89, -2.14, -0.57], [6.39, -3.16, 0.35], [7.93, -3.01, 0.44], [8.35, -2.18, -0.74], [7.76, -2.75, -2.00], [6.23, -2.49, -1.95], [5.96, 2.08, 3.66], [4.56, 2.89, 2.93], [5.58, 1.84, 1.94], [3.81, 0.95, 4.29], [4.83, -0.13, 3.38], [1.94, 1.87, 3.47], [1.44, -1.30, -1.40], [5.41, -0.58, 1.46], [6.13, -4.17, -0.01], [5.94, -3.04, 1.33], [8.44, -3.97, 0.38], [8.25, -2.49, 1.33], [9.35, -2.05, -0.79], [7.88, -1.29, -0.60], [8.00, -3.81, -2.02], [8.23, -2.27, -2.86], [5.71, -3.39, -2.30], [5.95, -1.67, -2.60], [-0.96, -6.16, 2.71], [-1.61, -5.59, 1.93], [-2.37, -5.03, 1.01], [-2.55, -3.77, 0.79], [-2.75, -2.64, 0.54], [-3.22, 5.34, 1.41], [-2.55, 4.23, 0.62], [-3.56, 3.23, 0.28], [-4.44, 2.75, 1.25], [-4.96, 1.58, 1.08], [-5.94, 1.08, 2.03], [-6.67, 2.21, 2.75], [-5.63, 3.15, 3.32], [-4.77, 3.63, 2.26], [-3.85, 4.71, 2.63], [-3.98, 5.83, 0.81], [-2.47, 6.08, 1.72], [-1.74, 3.82, 1.21], [-2.14, 4.62, -0.31], [-3.21, 2.47, -0.28], [-5.45, 0.45, 2.78], [-6.65, 0.44, 1.51], [-7.32, 1.82, 3.53], [-7.29, 2.76, 2.03], [-5.05, 2.64, 4.10], [-6.10, 4.02, 3.78], [-3.07, 4.34, 3.30], [-4.44, 5.45, 3.18]], "total_charge": 0, "spin_multiplicity": 1, "de_lowest_kcal_mol": 55.6, "homo_ev": -6.7, "total_energy_ha": -2847.995951}

***

No. 2
{"formula": "C31H49NO21", "method": "ωB97M-V/def2-TZVPD", "species": ["C", "C", "C", "O", "C", "O", "O", "H", "H", "H", "H", "H", "H", "C", "C", "C", "O", "C", "O", "O", "H", "H", "H", "H", "H", "H", "C", "C", "C", "O", "C", "O", "O", "H", "H", "H", "H", "H", "H", "C", "C", "C", "O", "C", "O", "O", "H", "H", "H", "H", "H", "H", "C", "C", "C", "O", "C", "O", "O", "H", "H", "H", "H", "H", "H", "C", "C", "C", "O", "C", "O", "O", "H", "H", "H", "H", "H", "H", "C", "O", "C", "O", "O", "C", "H", "H", "H", "H", "H", "H", "C", "C", "C", "C", "N", "H", "H", "H", "H", "H", "H", "H"], "xyz": [[3.55, 17.80, -15.60], [2.50, 18.17, -14.50], [1.81, 19.48, -14.77], [0.55, 19.14, -15.10], [0.30, 17.94, -15.00], [-0.80, 17.48, -15.28], [1.36, 17.23, -14.67], [3.03, 17.58, -16.52], [4.05, 16.87, -15.46], [4.33, 18.55, -15.73], [2.94, 18.09, -13.51], [2.16, 20.11, -15.63], [1.77, 20.13, -13.91], [4.96, 21.07, -17.23], [4.11, 21.03, -18.58], [3.68, 19.69, -19.04], [2.28, 19.74, -19.09], [1.80, 20.94, -18.80], [0.66, 21.19, -18.76], [2.84, 21.73, -18.40], [4.35, 20.76, -16.35], [5.34, 22.00, -17.05], [5.72, 20.38, -17.20], [4.67, 21.42, -19.52], [3.86, 18.95, -18.24], [3.99, 19.30, -20.01], [-3.81, 22.28, -12.99], [-2.83, 21.94, -14.07], [-3.21, 20.69, -14.89], [-3.70, 21.25, -16.09], [-3.41, 22.54, -16.14], [-3.62, 23.24, -17.10], [-2.88, 23.00, -14.99], [-3.90, 23.31, -12.71], [-3.54, 21.82, -11.99], [-4.80, 21.89, -13.19], [-1.79, 21.82, -13.54], [-3.87, 20.20, -14.29], [-2.30, 20.12, -15.14], [8.43, 23.41, -14.46], [7.89, 22.10, -14.33], [7.88, 21.68, -12.86], [6.51, 21.35, -12.62], [5.87, 21.58, -13.67], [4.66, 21.46, -13.64], [6.56, 22.00, -14.68], [9.37, 23.38, -13.91], [7.81, 24.17, -13.93], [8.76, 23.71, -15.43], [8.39, 21.27, -14.84], [8.14, 22.54, -12.22], [8.41, 20.74, -12.67], [7.07, 24.70, -10.34], [5.76, 25.36, -10.76], [5.01, 24.71, -11.95], [4.14, 23.77, -11.39], [4.04, 24.01, -10.09], [3.37, 23.41, -9.30], [4.80, 25.00, -9.75], [7.54, 25.13, -9.48], [7.80, 24.79, -11.10], [6.96, 23.70, -10.15], [5.84, 26.44, -10.81], [5.54, 24.20, -12.68], [4.22, 25.32, -12.45], [-1.83, 25.61, -11.42], [-1.98, 24.45, -10.55], [-0.89, 23.31, -10.72], [-0.42, 23.20, -9.43], [-0.84, 24.09, -8.69], [-0.48, 24.20, -7.46], [-1.64, 24.92, -9.24], [-0.89, 26.14, -11.40], [-2.50, 26.41, -11.21], [-1.79, 25.23, -12.41], [-3.00, 24.03, -10.57], [-0.22, 23.68, -11.63], [-1.19, 22.27, -10.98], [-1.99, 18.64, -12.50], [-1.19, 19.74, -12.65], [0.02, 19.88, -12.17], [0.90, 18.83, -11.85], [0.52, 21.11, -12.21], [1.63, 21.35, -11.37], [-1.58, 17.81, -13.04], [-2.99, 18.83, -12.93], [-1.97, 18.20, -11.44], [1.45, 21.12, -10.31], [1.98, 22.37, -11.43], [2.50, 20.79, -11.71], [0.44, 22.85, -15.15], [1.58, 24.00, -15.23], [3.07, 23.58, -14.91], [4.21, 24.35, -15.51], [5.03, 24.92, -16.06], [-0.45, 23.16, -14.51], [0.92, 21.97, -14.65], [0.04, 22.69, -16.19], [1.21, 24.87, -14.60], [1.51, 24.41, -16.23], [3.19, 22.52, -15.12], [3.21, 23.60, -13.81]], "total_charge": 0, "smiles": "C[C@H]1COC(=O)O1.C[C@H]1COC(=O)O1.C[C@H]1COC(=O)O1.C[C@H]1COC(=O)O1.C[C@H]1COC(=O)O1.C[C@H]1COC(=O)O1.COC(=O)OC.CCCC#N", "spin_multiplicity": 1, "de_lowest_kcal_mol": 60.0, "homo_ev": -9.8, "total_energy_ha": -2845.286931}